# 1
{"formula": "C6H10BN", "method": "ωB97M-V with the def2-TZVPD basis set", "homo_energy_ev": [-7.2835, -8.8556], "orbital_gap_ha": [0.2318, 0.2863], "species": ["B", "C", "C", "C", "C", "C", "C", "N", "H", "H", "H", "H", "H", "H", "H", "H", "H", "H"], "xyz": [[-0.1522, 0.8204, 1.3922], [0.5786, -2.4039, -2.4290], [-1.2617, 1.8024, 0.5880], [-0.2663, -1.8888, -1.4651], [-1.5498, 0.3592, 0.3692], [0.1509, -1.4638, -0.1816], [-0.3446, -0.4005, 0.4406], [2.1983, 2.0056, 1.1169], [0.0472, 0.7074, 2.5709], [0.2467, -2.9493, -3.3160], [1.6234, -2.4130, -2.1954], [-2.1709, 2.1599, 1.0586], [-0.8008, 2.5127, -0.0514], [-1.2708, -1.9016, -1.7505], [-2.5320, -0.0840, 0.5175], [1.1233, -1.6730, 0.1392], [2.5076, 1.8093, 2.0499], [1.8732, 3.0011, 1.1462]], "forces_ev_per_angstrom": [[-0.334, -0.567, 0.513], [-1.059, 0.141, 1.745], [-0.770, -2.429, 1.490], [1.873, -1.945, -2.100], [1.038, 0.071, -0.778], [0.683, -0.182, -0.759], [-1.910, 3.800, 0.432], [-0.847, 0.784, -1.084], [-0.038, 0.291, -0.240], [-0.054, 0.658, 0.197], [0.564, -0.143, -0.121], [0.330, 0.883, 0.444], [0.357, -0.004, -1.084], [-1.727, 0.381, -0.004], [-0.049, 0.205, 0.099], [1.496, -0.957, 0.210], [0.195, -0.108, 0.938], [0.252, -0.880, 0.101]], "mulliken_charge": [0.020, -0.842, -0.665, 0.073, -0.459, -0.637, 0.589, -0.504, -0.081, 0.262, 0.273, 0.213, 0.314, 0.337, 0.287, 0.347, 0.237, 0.236]}

# 2
{"formula": "C2H3NOS", "method": "ωB97M-V with the def2-TZVPD basis set", "homo_energy_ev": [-8.8850, -8.8841], "orbital_gap_ha": [0.2496, 0.2496], "species": ["C", "C", "N", "O", "S", "H", "H", "H"], "xyz": [[-0.9814, -1.0223, 0.1853], [-0.7856, 0.3194, 0.5112], [-1.1720, -2.1154, -0.1349], [-1.1209, 1.3141, -0.2867], [1.9119, -0.2411, -0.0526], [-0.5355, 0.6009, 1.5240], [-1.3318, 1.0039, -1.1811], [1.8064, -1.5649, -0.0950]], "forces_ev_per_angstrom": [[-0.391, -1.340, -0.569], [2.695, 0.803, -0.282], [-0.194, 0.216, 0.164], [-0.239, -0.305, 0.213], [-1.548, 0.957, 0.416], [-0.166, 0.030, -0.035], [0.078, -0.046, 0.056], [-0.234, -0.316, 0.037]], "mulliken_charge": [0.351, -0.216, -0.306, -0.383, -0.327, 0.414, 0.353, 0.114]}

# 3
{"formula": "C12H18N4O6", "method": "ωB97M-V with the def2-TZVPD basis set", "homo_energy_ev": -7.8779, "orbital_gap_ha": 0.2817, "smiles": "CN(CCO)c1cc(N(C)CCO)c([N+](=O)[O-])cc1[N+](=O)[O-]", "species": ["C", "N", "C", "C", "O", "C", "C", "C", "N", "C", "C", "C", "O", "C", "N", "O", "O", "C", "C", "N", "O", "O", "H", "H", "H", "H", "H", "H", "H", "H", "H", "H", "H", "H", "H", "H", "H", "H", "H", "H"], "xyz": [[-3.3283, -0.2532, -1.4569], [-2.1054, 0.5197, -1.0849], [-2.5172, 1.8671, -0.6707], [-2.7436, 2.1033, 0.7880], [-1.5457, 1.8404, 1.4086], [-0.9509, 0.0393, -0.6449], [0.1473, 0.6121, -0.7225], [1.3536, -0.0638, -0.4659], [2.3476, 0.8283, -0.0800], [3.4373, 0.4021, 0.8522], [2.3904, 2.4732, -0.6081], [1.9034, 3.4291, 0.3805], [0.5040, 3.5802, 0.0545], [1.4644, -1.1874, -0.1360], [2.6358, -2.0481, -0.1165], [3.4734, -1.8613, -0.8199], [2.6178, -2.9510, 0.4891], [0.1443, -1.9445, 0.1961], [-1.1018, -1.3822, -0.1903], [-2.3090, -1.9727, 0.5601], [-2.1818, -3.1693, 0.4706], [-3.1599, -1.3437, 1.0477], [-3.8514, 0.3022, -2.1021], [-3.0455, -1.1695, -1.9002], [-4.2457, -0.3060, -0.6699], [-3.4487, 2.3126, -1.3169], [-1.7767, 2.5493, -1.1743], [-3.4043, 1.4735, 1.1538], [-3.2039, 3.0480, 0.7961], [-1.7152, 1.8092, 2.3791], [-0.0239, 1.6241, -0.9290], [4.3031, 0.0955, -0.0334], [3.8650, 1.4397, 1.0910], [3.2561, -0.2313, 1.4405], [1.8156, 2.4420, -1.6804], [3.5218, 2.3238, -0.9292], [2.4185, 4.1275, 0.1791], [2.0787, 3.0022, 1.4574], [-0.0939, 2.9186, 0.7970], [0.2071, -2.8643, 0.1191]], "forces_ev_per_angstrom": [[0.222, -0.307, 4.080], [-5.984, 2.606, -0.533], [-0.531, 1.780, -4.005], [1.765, 1.050, -3.383], [1.523, 0.798, 2.674], [-6.823, -7.913, 1.030], [4.588, 1.831, -0.906], [0.959, 17.939, -1.360], [-0.063, 2.575, -0.403], [5.470, 12.181, -14.357], [2.447, -7.244, -3.668], [-7.139, -10.670, 3.464], [-2.050, -1.897, 4.127], [-4.108, -17.561, 4.414], [-6.709, 7.757, -1.485], [9.235, 4.483, -9.073], [-1.978, -13.015, 10.496], [-0.054, 9.407, -3.480], [3.877, 2.040, 2.652], [4.435, -1.090, -3.925], [-1.411, -1.569, 1.063], [-1.923, 1.542, 1.806], [-1.251, 2.187, -3.305], [-0.016, -1.208, -0.174], [2.602, -0.546, -0.936], [1.706, -1.753, 1.635], [-0.191, -0.089, 1.361], [-3.548, -3.283, 1.525], [0.101, 2.020, 0.882], [0.457, -0.040, -0.968], [1.258, 1.421, -0.433], [-1.713, 0.032, 3.175], [-0.554, -1.912, 1.025], [-2.700, -8.889, 8.841], [1.234, 0.368, 2.944], [-2.026, 1.543, 0.966], [6.093, 10.684, -1.786], [-0.207, 1.079, -1.897], [2.325, 2.753, -3.150], [0.681, -9.089, 1.064]], "mulliken_charge": [-1.303, 0.113, -1.055, -0.723, -0.501, 0.585, -0.555, 0.905, 0.291, -1.472, -0.653, -0.924, -0.539, -0.270, 1.038, -0.627, -0.694, -1.543, -0.301, 1.035, -0.648, -0.565, 0.512, 0.484, 0.290, 0.412, 0.422, 0.676, 0.354, 0.254, 0.791, 0.318, 0.334, 0.634, 0.327, 0.540, 0.694, 0.289, 0.356, 0.719]}